{"formula": "C40H49As2F5N5O4Ti", "method": "wB97M-V/def2-TZVPD", "symbols": ["Ti", "C", "C", "C", "O", "C", "O", "O", "H", "H", "H", "H", "H", "H", "H", "C", "As", "C", "C", "C", "C", "C", "C", "C", "As", "C", "C", "H", "H", "H", "H", "H", "H", "H", "H", "H", "H", "H", "H", "H", "H", "H", "H", "C", "C", "C", "C", "C", "C", "C", "C", "N", "C", "C", "C", "C", "N", "C", "C", "C", "C", "C", "C", "C", "C", "H", "H", "H", "H", "H", "H", "H", "H", "H", "H", "H", "H", "H", "H", "H", "H", "H", "H", "H", "H", "H", "H", "H", "H", "F", "C", "F", "C", "F", "F", "F", "N", "C", "O", "C", "C", "N", "C", "N", "H", "H"], "positions_angstrom": [[-0.456, 1.029, -0.515], [-2.650, -2.986, -1.837], [-1.553, -2.401, -0.953], [-1.246, -3.377, 0.189], [-0.405, -1.997, -1.691], [-1.964, -1.101, -0.269], [-3.126, -0.729, -0.274], [-1.009, -0.467, 0.307], [-2.258, -3.850, -2.373], [-3.018, -2.265, -2.561], [-3.486, -3.302, -1.218], [-0.913, -4.333, -0.204], [-2.155, -3.521, 0.769], [-0.475, -2.965, 0.833], [-0.390, -2.466, -2.540], [0.292, 3.415, 2.938], [0.382, 1.679, 1.968], [2.179, 1.390, 2.805], [-0.876, 0.673, 3.112], [-0.442, 0.065, 4.285], [-1.202, -0.891, 4.935], [-2.427, -1.252, 4.406], [-2.921, -0.573, 3.307], [-2.183, 0.415, 2.669], [-3.020, 1.508, 1.258], [-4.916, 0.881, 1.305], [-3.525, 2.955, 2.558], [0.721, 3.276, 3.934], [-0.722, 3.789, 3.039], [0.882, 4.152, 2.388], [2.121, 1.187, 3.876], [2.720, 2.330, 2.672], [2.734, 0.599, 2.308], [0.522, 0.332, 4.697], [-0.829, -1.369, 5.827], [-2.998, -2.055, 4.847], [-3.890, -0.842, 2.905], [-5.031, -0.079, 0.812], [-5.505, 1.622, 0.754], [-5.313, 0.834, 2.321], [-4.016, 2.526, 3.432], [-4.218, 3.636, 2.063], [-2.668, 3.530, 2.886], [1.781, -4.131, -1.245], [1.867, -4.110, 0.256], [1.897, -5.337, 0.906], [1.942, -5.433, 2.283], [1.975, -4.271, 3.028], [1.927, -3.030, 2.420], [2.019, -1.793, 3.250], [1.858, -2.918, 1.019], [1.700, -1.663, 0.437], [2.548, -1.253, -0.459], [3.903, -1.930, -0.573], [2.335, -0.129, -1.327], [3.332, -0.037, -2.459], [1.405, 0.839, -1.207], [1.769, 2.042, -1.902], [2.772, 2.859, -1.347], [3.490, 2.454, -0.095], [3.131, 4.042, -1.976], [2.529, 4.427, -3.159], [1.616, 3.582, -3.755], [1.258, 2.375, -3.165], [0.448, 1.392, -3.952], [0.958, -4.773, -1.561], [2.693, -4.547, -1.676], [1.613, -3.138, -1.647], [1.885, -6.241, 0.313], [1.956, -6.394, 2.773], [2.046, -4.324, 4.103], [1.820, -2.013, 4.295], [1.301, -1.061, 2.880], [3.023, -1.374, 3.174], [4.042, -2.589, 0.281], [4.691, -1.182, -0.568], [4.010, -2.528, -1.473], [3.463, -1.016, -2.910], [4.307, 0.296, -2.105], [3.004, 0.654, -3.227], [2.941, 1.668, 0.419], [3.606, 3.310, 0.567], [4.487, 2.086, -0.345], [3.896, 4.661, -1.528], [2.807, 5.352, -3.640], [1.193, 3.825, -4.718], [-0.520, 1.808, -4.232], [0.976, 1.142, -4.875], [0.305, 0.473, -3.384], [-1.320, 3.682, 0.704], [-0.715, 3.198, -0.469], [0.527, 3.815, -0.368], [-1.524, 3.921, -1.534], [-2.833, 3.767, -1.239], [-1.299, 5.232, -1.643], [-1.355, 3.403, -2.757], [-3.832, 1.277, -2.245], [-2.665, 0.677, -2.585], [-1.616, 0.957, -1.884], [-2.652, -0.157, -3.712], [-3.837, -0.428, -4.413], [-4.803, -0.674, -4.986], [-1.548, -0.882, -4.161], [-0.693, -1.554, -4.548], [-3.901, 1.722, -1.341], [-4.684, 0.968, -2.685]], "homo_energy_ev": [-7.19, -8.42], "spin_multiplicity": 2, "lumo_ev": [-1.0971, -1.1586], "gap_ev": [6.090, 7.264], "energy_ev": -216295.96426, "s_squared": 0.802, "largest_force_ev_per_a": 3.05}